138
Properties=species:S:1:pos:R:3:forces:R:3:mulliken_charge:R:1 method="wB97M-V/def2-TZVPD" e_above_lowest_kj_mol=195.65 e_lumo_ha=-0.01110 fmax_ev_per_a=3.5 homo_energy_ev=-6.23 homo_lumo_gap_ev=5.929
Ti 0.22584 1.40363 -1.39820 0.0 -3.2 -1.0 -2.34
C 3.50914 -4.52817 -5.11310 0.0 0.1 0.2 -2.35
C 3.43084 -4.00467 -3.67670 0.1 -0.1 0.0 2.26
C 4.85294 -3.96217 -3.10200 -0.2 0.0 -0.1 -1.64
C 2.58344 -5.00487 -2.87380 0.1 0.1 -0.1 -1.48
C 2.79704 -2.62277 -3.57480 -0.1 0.2 -0.6 -0.57
C 2.51334 -2.11407 -2.32090 -0.3 0.5 0.4 -0.93
C 1.80154 -0.92087 -2.17590 0.2 -0.4 -1.7 0.22
N 1.32994 -0.32737 -1.04990 -1.2 1.8 -0.5 1.19
C 1.50914 -0.62487 0.25640 0.1 0.1 2.1 -0.21
C 2.00534 -1.77117 0.88500 -0.3 0.4 -0.8 -1.24
C 2.19894 -1.79897 2.25310 0.0 0.6 0.8 0.02
C 1.92124 -0.64097 2.98900 0.3 -0.9 -0.1 -0.65
C 1.37314 0.50923 2.44330 -0.5 0.4 -1.1 -0.05
C 1.06374 0.48453 1.06990 1.8 -2.5 1.6 0.32
O 0.40354 1.39103 0.42740 -0.5 0.8 0.0 0.24
C 1.14204 1.71663 3.34640 0.0 0.1 0.1 3.03
C 0.14794 1.34263 4.45560 0.2 0.1 -0.1 -1.90
C 0.60034 2.94933 2.61740 0.0 -0.1 0.0 -2.10
C 2.49104 2.09653 3.97930 -0.2 0.0 0.0 -1.90
C 2.69264 -3.08137 2.91540 0.0 -0.1 0.0 2.07
C 3.90394 -3.63827 2.15080 -0.1 0.0 0.1 -1.64
C 1.55194 -4.10847 2.89200 0.2 0.1 0.0 -1.61
C 3.12974 -2.88407 4.37150 -0.1 0.0 -0.3 -2.22
C 1.45934 -0.13647 -3.34090 1.6 -2.8 -0.4 0.47
O 0.82104 0.97103 -3.07940 -0.2 0.7 -0.4 -0.09
C 1.81734 -0.62397 -4.62270 -0.4 0.6 0.6 -0.52
C 2.44504 -1.86027 -4.69150 0.3 -0.6 0.4 -0.29
C 1.42084 0.08153 -5.92040 -0.1 0.1 0.0 2.77
C 2.33484 -0.29027 -7.09790 -0.2 0.0 0.2 -2.20
C -0.00616 -0.37957 -6.25800 0.2 0.1 0.0 -1.51
C 1.47524 1.60473 -5.76040 -0.2 -0.1 0.1 -1.61
H 3.91734 -5.53677 -5.09920 0.1 -0.1 0.0 0.46
H 2.52504 -4.57257 -5.57410 -0.1 0.0 -0.1 0.42
H 4.16194 -3.91207 -5.72510 0.1 0.1 -0.1 0.40
H 5.28704 -4.96007 -3.10350 0.1 -0.1 0.0 0.47
H 5.47954 -3.30977 -3.70500 0.1 0.1 -0.1 0.35
H 4.86044 -3.58717 -2.08220 0.0 0.0 0.1 0.24
H 2.96414 -6.01457 -3.01540 0.1 -0.1 0.0 0.46
H 2.60174 -4.78697 -1.81030 0.0 0.0 0.2 0.17
H 1.54874 -4.97717 -3.20870 -0.1 0.0 0.0 0.36
H 2.82984 -2.64537 -1.44310 0.0 -0.1 0.1 0.44
H 2.18974 -2.65427 0.30060 0.1 -0.1 -0.1 0.58
H 2.11284 -0.64777 4.04770 0.1 0.0 0.2 0.39
H -0.78956 1.00503 4.01890 -0.2 -0.1 -0.1 0.16
H 0.53814 0.54563 5.08490 0.0 -0.1 0.1 0.32
H -0.05286 2.20993 5.08250 0.0 0.1 0.1 0.57
H -0.39216 2.75713 2.21820 -0.1 0.1 -0.1 0.16
H 0.53074 3.78503 3.31320 0.0 0.1 0.2 0.59
H 1.24914 3.25103 1.79760 0.0 0.0 0.0 0.08
H 2.86334 1.30103 4.62000 0.1 -0.1 0.1 0.34
H 3.23334 2.28463 3.20630 0.1 0.0 -0.1 0.24
H 2.38524 2.99783 4.58030 0.0 0.1 0.1 0.50
H 3.63564 -3.98227 1.15570 0.0 0.0 -0.1 0.22
H 4.67074 -2.87207 2.05860 0.1 0.1 -0.1 0.36
H 4.32804 -4.48457 2.68840 0.0 -0.1 0.0 0.49
H 1.20694 -4.28757 1.87750 -0.1 0.0 -0.1 0.31
H 1.88454 -5.05297 3.31820 0.0 -0.2 0.1 0.47
H 0.70934 -3.74437 3.47490 -0.1 0.1 0.1 0.25
H 3.90474 -2.12527 4.44680 0.1 0.1 0.1 0.39
H 2.29494 -2.60957 5.01180 -0.1 0.1 0.1 0.35
H 3.53974 -3.81947 4.74830 0.0 -0.1 0.1 0.48
H 2.67354 -2.25247 -5.66610 0.0 -0.1 -0.2 0.48
H 2.15634 -1.30377 -7.44680 0.1 -0.2 0.0 0.39
H 2.13014 0.37493 -7.93390 0.0 0.1 -0.1 0.49
H 3.38234 -0.18887 -6.82540 0.1 0.0 0.0 0.39
H -0.01606 -1.45567 -6.42710 0.0 -0.1 0.0 0.33
H -0.67896 -0.15687 -5.43320 -0.1 0.0 0.0 0.00
H -0.37636 0.11313 -7.15550 -0.1 0.1 -0.1 0.47
H 2.49504 1.90793 -5.52730 0.1 0.1 0.0 0.38
H 1.17024 2.09973 -6.68220 0.0 0.0 -0.2 0.50
H 0.82694 1.93703 -4.95340 0.1 0.1 -0.1 -0.06
N -1.50706 0.19103 -1.74860 -0.2 -0.4 0.0 0.07
C -2.78876 0.67173 -2.26800 -0.3 0.1 -0.4 -0.41
C -2.62766 1.30433 -3.65430 -0.2 -0.1 0.2 -0.88
N -1.72566 2.44133 -3.58580 -0.1 0.3 -0.2 -0.29
H -1.16536 -0.56707 -2.34450 0.0 0.0 0.2 0.31
H -1.64006 -0.19207 -0.79210 -0.1 -0.1 -0.5 -0.79
H -3.18266 1.42823 -1.58110 0.0 -0.1 0.0 0.08
H -3.51616 -0.15497 -2.33880 0.1 0.2 0.1 0.56
H -3.63276 1.55593 -4.03790 0.2 -0.1 0.1 0.50
H -2.19296 0.56583 -4.33490 -0.1 0.0 0.1 0.14
H -2.15646 3.19693 -3.05800 0.1 -0.1 -0.1 0.17
H -1.50696 2.79623 -4.51030 0.0 -0.1 0.0 0.29
O -3.20086 3.47453 0.27060 0.2 -0.2 0.0 -0.73
C -2.69416 4.72703 0.20820 0.4 0.1 -0.2 0.19
C -3.45906 5.78653 0.68790 -0.1 -0.1 0.0 -0.81
C -2.95666 7.07353 0.68000 0.0 -0.2 0.0 -0.37
C -1.67906 7.32923 0.19470 0.1 0.2 0.0 -0.90
C -0.91866 6.29113 -0.29680 -0.2 -0.1 0.0 -0.52
C -1.40936 4.98513 -0.31110 -0.5 0.1 0.2 0.47
C -0.56496 3.89493 -0.80170 1.2 0.4 0.0 0.21
O -1.07826 2.71183 -1.00260 -1.5 1.6 0.5 2.00
N 0.70624 4.12433 -0.98610 -0.8 1.3 0.5 -0.95
N 1.39274 3.00313 -1.34690 2.1 1.0 0.2 0.59
C 2.64294 3.00723 -0.97570 -0.7 0.2 0.1 0.61
S 3.67024 1.60913 -1.13060 0.4 0.4 -0.2 0.10
C 5.19474 2.63273 -1.02110 -0.5 -0.2 -0.1 -0.65
C 4.98484 3.65813 0.06960 -0.5 0.1 0.2 -0.52
S 3.29934 4.38033 -0.08550 0.2 -0.4 -0.6 -0.01
H -2.49346 2.88113 -0.08140 -0.4 0.2 0.1 0.25
H -4.44056 5.57273 1.08380 -0.1 0.0 0.0 0.48
H -3.56516 7.87713 1.06560 0.0 0.1 0.0 0.40
H -1.27856 8.33263 0.21520 0.0 0.0 0.0 0.41
H 0.07324 6.44573 -0.68660 0.1 0.1 0.0 0.53
H 5.34514 3.09793 -1.99430 0.1 0.0 0.0 0.31
H 6.02414 1.96523 -0.79830 0.0 0.0 0.0 0.46
H 5.68654 4.48573 -0.00400 0.1 0.0 0.0 0.45
H 5.05964 3.20773 1.05930 0.0 0.0 0.0 0.20
C -5.24486 -4.83537 3.16550 0.2 0.1 -0.1 -1.38
C -4.21266 -3.82967 2.68110 -0.1 0.2 0.2 -0.04
C -4.29696 -2.52267 3.47810 -0.3 -0.4 -0.1 -0.88
N -3.19786 -1.63077 3.15970 0.1 0.3 -0.3 0.30
C -3.09666 -1.00657 1.95100 1.2 -0.5 0.1 -0.67
S -1.64786 -1.10557 1.11860 -0.3 -0.1 0.5 -0.16
N -4.14656 -0.32027 1.43500 -0.4 0.0 -0.2 0.41
C -5.37516 0.07103 2.00030 -0.7 -0.1 -1.1 0.33
O -6.34816 0.12373 1.26360 0.8 0.1 0.8 -0.62
C -5.38106 0.43623 3.41920 -0.3 0.5 0.9 -0.03
C -6.59516 0.37223 4.11270 0.3 -0.1 -0.4 -0.49
C -6.65726 0.70233 5.44940 0.0 0.0 0.2 -0.62
C -5.51386 1.11823 6.11680 0.0 0.0 -0.1 -0.43
C -4.31626 1.23123 5.42540 0.1 0.1 0.2 -0.70
C -4.24396 0.90193 4.08630 -0.3 0.0 -0.3 0.07
H -5.20366 -5.73217 2.55470 -0.1 -0.2 0.0 0.39
H -6.24456 -4.41427 3.09800 -0.2 0.0 0.0 0.34
H -5.05266 -5.10577 4.20130 0.0 -0.1 0.1 0.35
H -4.37516 -3.61017 1.62290 0.1 0.0 0.0 0.20
H -3.20836 -4.25227 2.77780 0.0 0.1 0.0 0.31
H -4.24876 -2.72877 4.55080 -0.1 0.1 0.0 0.47
H -5.24506 -2.02447 3.27050 0.0 -0.1 0.2 0.31
H -2.30226 -2.01617 3.43580 0.0 0.1 -0.2 0.31
H -4.09016 -0.14127 0.43870 0.0 -0.1 0.2 -0.01
H -7.47536 0.04973 3.57720 -0.1 0.0 0.0 0.47
H -7.59826 0.63283 5.97410 -0.1 0.0 0.1 0.41
H -5.56056 1.37123 7.16590 0.0 0.0 0.1 0.42
H -3.42946 1.57983 5.93410 0.1 0.1 0.0 0.49
H -3.31726 1.03633 3.54890 0.1 0.0 0.0 0.56